{"formula": "C6H14O", "method": "ωB97M-V/def2-TZVPD", "symbols": ["H", "H", "C", "C", "H", "C", "H", "O", "H", "C", "H", "H", "H", "H", "H", "H", "H", "C", "H", "C", "H"], "coordinates": [[-1.497, 1.171, -0.242], [-2.008, -1.795, 2.522], [-1.163, -1.133, 0.519], [0.546, 2.115, -0.513], [1.874, -1.449, 0.377], [-1.530, -0.973, 1.995], [0.504, 2.854, 0.296], [0.894, -0.151, -2.570], [-0.586, -0.900, 2.556], [0.037, -0.220, 0.201], [1.241, -1.688, 2.107], [-1.997, -0.759, -0.076], [1.902, 0.337, 1.022], [-2.037, -0.078, 2.343], [1.331, 0.036, -1.735], [-0.909, -2.141, 0.171], [0.492, 2.647, -1.468], [1.358, -0.545, 0.679], [1.495, 1.613, -0.317], [-0.422, 0.971, -0.273], [-0.021, -0.043, -2.274]], "energy_ha": -312.079901, "largest_force_ha_per_bohr": 0.07187, "homo_lumo_gap_ev": 8.5, "homo_energy_ha": -0.326, "de_lowest_ev": 4.766, "lumo_ev": -0.36}

***

{"formula": "C43H58F6LuN5O2PSb2Si", "method": "ωB97M-V/def2-TZVPD", "symbols": ["C", "H", "C", "H", "H", "H", "C", "C", "P", "N", "H", "H", "H", "H", "C", "O", "H", "H", "H", "H", "C", "H", "C", "F", "H", "H", "H", "H", "Sb", "C", "C", "H", "H", "H", "Si", "F", "C", "Lu", "C", "H", "H", "C", "H", "C", "C", "H", "H", "H", "C", "C", "C", "H", "H", "C", "C", "C", "C", "H", "H", "H", "H", "H", "H", "H", "C", "H", "H", "H", "F", "C", "C", "H", "C", "H", "C", "F", "H", "C", "N", "O", "H", "C", "C", "Sb", "H", "F", "C", "H", "H", "H", "N", "H", "C", "C", "C", "C", "C", "C", "H", "F", "H", "C", "C", "C", "H", "H", "C", "H", "C", "N", "C", "C", "H", "N", "H", "H", "H", "H", "H"], "coordinates": [[-4.245, -3.136, 2.023], [1.849, -3.772, -2.436], [-1.031, 4.677, 2.731], [-0.866, -3.719, 1.108], [-5.753, -2.833, -2.748], [-1.234, -4.544, -0.447], [-4.248, -4.134, -3.642], [5.927, -1.123, 0.994], [0.149, 2.760, -1.295], [2.652, -0.533, -0.512], [2.784, -3.406, -0.964], [-2.489, -0.458, -6.101], [-1.241, -0.371, 4.882], [4.701, -1.038, -3.228], [0.627, 2.232, 4.049], [3.676, 2.021, -0.329], [-3.833, -0.159, 1.158], [-4.605, -4.197, 1.933], [-4.046, -4.127, -5.768], [0.849, 4.310, 4.437], [-2.928, -5.843, -2.463], [6.030, 2.265, 0.792], [-1.304, 3.300, 2.725], [1.100, 2.287, 0.004], [-3.696, -1.669, -6.467], [-4.359, 1.255, 3.658], [6.477, 6.422, -0.884], [6.420, -1.970, 1.479], [-3.891, -1.062, -3.807], [0.690, -1.187, -2.937], [3.880, 4.368, -0.028], [-2.196, -2.166, -5.507], [-3.240, 1.089, 0.093], [-1.567, -7.008, -3.765], [2.475, -1.289, -2.237], [-0.879, 3.132, -2.455], [-2.892, -5.746, -4.881], [-0.245, 0.890, 1.486], [-5.487, 0.103, -4.657], [-2.559, -6.360, -1.591], [-2.620, -6.226, -5.795], [2.705, -3.175, -2.006], [-5.071, 0.945, -5.248], [1.317, 3.324, 4.541], [2.380, 0.763, 5.008], [-4.481, -5.173, -0.328], [4.014, 1.857, 5.906], [-0.617, -1.914, 4.292], [-2.923, -1.426, -5.748], [3.816, -0.365, -3.105], [-5.131, -2.938, -3.623], [-2.698, 1.265, 4.303], [5.757, 2.378, -1.976], [2.588, 3.176, 5.000], [-0.374, -0.971, 4.715], [5.662, 1.224, 0.788], [4.747, -1.392, 0.334], [-1.824, 6.586, 2.236], [1.061, -2.197, 2.967], [3.546, 0.049, -4.083], [2.444, -1.111, 2.941], [7.446, 0.270, 1.461], [2.997, 4.221, 0.557], [0.004, -0.601, -2.238], [-1.643, -4.205, 0.527], [-6.020, -0.453, -5.386], [3.674, -3.537, -2.431], [-2.061, -5.030, 1.109], [-0.508, 3.944, -0.378], [-3.191, 5.034, 1.590], [1.180, 0.924, 4.301], [-0.125, 5.126, 3.176], [-3.739, -4.645, -4.848], [-5.798, -2.892, -4.538], [4.675, 5.509, -0.018], [-0.990, 1.578, -0.572], [-4.383, 3.350, 1.212], [-3.676, 0.946, 1.066], [0.584, -0.274, 3.738], [1.860, 0.245, 1.342], [0.652, -0.647, -3.876], [-3.325, 0.877, 3.460], [-3.433, 3.682, 1.550], [-3.297, -2.819, 0.039], [0.294, -2.158, -3.004], [0.751, 1.602, -2.188], [-2.016, 5.516, 2.140], [-3.313, -0.237, 3.493], [-3.520, -2.980, 2.810], [1.925, -1.846, 4.489], [1.599, -0.225, 0.132], [0.126, -1.105, 5.717], [5.476, 3.303, -1.445], [3.081, 1.926, 5.353], [1.594, -1.387, 3.503], [3.988, -0.263, -0.053], [-4.460, -4.373, -1.075], [-2.383, -6.277, -3.685], [2.879, -0.225, 5.065], [1.385, 3.739, -1.749], [4.186, 0.536, -2.530], [6.402, 0.147, 1.152], [-3.851, -4.754, -2.400], [4.431, 0.993, 0.148], [-6.077, 0.618, -3.888], [-4.682, 1.440, 1.136], [5.822, 5.560, -0.812], [-5.496, -4.022, -1.164], [-2.538, 2.823, 2.208], [-0.309, 2.367, 3.004], [4.371, 3.252, -0.673], [6.241, 4.449, -1.529], [4.387, -2.405, 0.322], [-2.809, 1.384, 2.197], [-3.934, 5.737, 1.189], [4.487, 6.344, 0.685], [7.140, 4.444, -2.126], [3.289, 4.008, 5.092], [-5.101, -2.467, 2.117]], "total_charge": 2, "energy_ha": -5043.260481, "multiplicity": 2, "largest_force_ha_per_bohr": 0.06775, "homo_lumo_gap_ev": [5.5, 3.0], "homo_energy_ha": [-0.416, -0.416], "de_lowest_ev": 3.985, "s_squared": 0.787, "lumo_ev": [-5.81, -8.35]}

***

{"formula": "C5H28N2O7", "method": "ωB97M-V/def2-TZVPD", "symbols": ["O", "C", "H", "H", "H", "H", "H", "O", "O", "H", "H", "C", "H", "O", "H", "H", "H", "H", "H", "O", "C", "H", "C", "H", "H", "H", "H", "H", "O", "H", "N", "H", "H", "H", "H", "O", "H", "H", "H", "C", "N", "H"], "coordinates": [[-3.492, 1.303, -0.963], [0.041, 1.247, -1.423], [3.254, -0.136, -1.548], [-0.482, 1.214, -2.390], [-0.656, 1.915, 0.420], [0.299, 2.905, 1.562], [0.318, 2.496, 3.264], [-2.953, 0.828, 2.144], [-2.765, -1.205, -0.551], [1.891, 1.574, 0.066], [0.525, -0.859, -1.651], [0.074, -0.135, -0.927], [-3.854, 2.058, -0.643], [2.488, 2.322, 0.350], [1.084, 1.547, -1.648], [-2.681, -0.997, 0.508], [-3.345, 1.709, 1.887], [1.540, -2.264, -0.148], [-2.625, 0.933, 3.037], [0.512, -2.936, -3.108], [3.287, -0.808, -0.657], [-3.422, -0.536, -0.738], [0.667, -0.017, 1.765], [-0.406, -3.178, -3.129], [0.686, -0.964, 2.220], [-1.417, -3.181, -0.375], [-0.918, -0.759, -0.934], [-0.331, 0.467, 1.786], [-0.292, 2.679, 2.421], [0.730, -3.419, -2.265], [-0.888, 2.022, -0.601], [1.503, 0.431, 2.202], [-1.067, 3.040, -0.698], [3.408, 2.019, 0.464], [4.080, -0.290, 0.128], [-0.769, -3.919, -0.137], [-2.379, 1.432, -0.840], [3.943, -1.776, -0.960], [-0.836, -3.784, 0.843], [1.986, -1.190, 0.009], [1.048, -0.146, 0.221], [2.213, -1.642, 1.037]], "energy_ha": -843.324680, "largest_force_ha_per_bohr": 0.10877, "homo_lumo_gap_ev": 8.9, "homo_energy_ha": -0.323, "de_lowest_ev": 4.673, "lumo_ev": 0.15}

***

{"formula": "C5H6N", "method": "ωB97M-V/def2-TZVPD", "symbols": ["C", "H", "H", "H", "C", "C", "N", "C", "H", "H", "H", "C"], "coordinates": [[0.724, -0.765, -0.532], [-1.647, -1.232, -0.836], [-0.801, 1.289, -0.619], [-0.190, -2.326, 0.991], [0.346, 0.196, 0.820], [-0.835, -0.699, -0.429], [-0.897, 0.598, 0.130], [1.558, 0.374, -0.103], [-1.720, 0.717, 0.757], [2.451, 0.091, 0.336], [1.494, 1.330, -0.719], [0.007, -1.368, 0.592]], "total_charge": 1, "energy_ha": -248.379475, "largest_force_ha_per_bohr": 0.06974, "homo_lumo_gap_ev": 10.2, "homo_energy_ha": -0.530, "de_lowest_ev": 6.428, "lumo_ev": -4.26}

***

{"formula": "CH6O3", "method": "ωB97M-V/def2-TZVPD", "symbols": ["O", "C", "H", "H", "O", "H", "H", "H", "O", "H"], "coordinates": [[-0.306, 0.105, 0.042], [0.925, -0.035, -0.052], [-1.490, -1.629, -0.785], [1.446, 2.404, 1.781], [-1.909, -2.347, -1.266], [0.448, 1.492, 0.994], [1.483, -0.653, 0.648], [1.457, 0.130, -0.954], [0.622, 2.359, 1.283], [-2.676, -1.827, -1.693]], "energy_ha": -267.357168, "largest_force_ha_per_bohr": 0.07718, "homo_lumo_gap_ev": 10.8, "homo_energy_ha": -0.413, "de_lowest_ev": 0.820, "lumo_ev": -0.47}